# 1
Formula: C9H11N3S
Source: OMol25
Level of theory: ωB97M-V/def2-TZVPD

The geometry in ORCA input format:
```
! RIJCOSX wB97M-V def2-TZVPD def2/J DEFGRID3
* xyz 0 1
C 3.61701 -1.76075 -1.01130
C -1.78536 0.97942 0.95344
C -2.63417 -0.04478 0.57305
C -0.41707 0.87246 0.85374
C -0.76509 -1.29252 -0.23751
C -2.12723 -1.17171 -0.05178
C 0.06763 -0.24913 0.23377
C -3.00718 -2.31296 -0.50259
C 1.47772 -0.30446 -0.19752
N 4.69775 -1.53458 -1.25951
N 2.06086 3.44782 0.23381
N 2.23091 0.65282 -0.22618
S 2.00834 -2.01849 -0.65865
H -2.18975 2.02731 1.15016
H -3.66552 0.09582 0.51422
H 0.21522 1.66745 1.30189
H -0.51638 -2.30713 -0.68422
H -2.65564 -3.28296 0.05321
H -4.08758 -1.96798 -0.25909
H -2.77009 -2.61148 -1.56899
H 2.94404 2.97779 0.12557
H 2.50995 4.32640 0.16411
H 3.22437 0.62482 -0.56667
H 1.56725 3.18680 1.06703
*
```

Summary:
- E_tot (eV) = -24814.821
- E_HOMO (eV) = -9.55
- relative energy (zero: lowest compared OMol25 entry of this formula, charge and spin) (kJ/mol) = 119.2
- SMILES = [H]/N=C(\SC#N)c1cccc(C)c1.N
- gap between HOMO and LUMO (eV) = 9.72


# 2
Formula: C9H11N4
Source: OMol25
Level of theory: ωB97M-V/def2-TZVPD

The geometry in ORCA input format:
```
! RIJCOSX wB97M-V def2-TZVPD def2/J DEFGRID3
* xyz 1 1
C -1.82804 2.67563 -0.13261
C -3.04038 1.87402 -0.10173
C -1.96083 -0.13150 0.11835
C -0.70291 1.92780 0.09131
C -0.72514 0.47339 0.13445
C 1.33252 -0.86667 -0.68737
C 1.14347 -1.24080 0.73337
C 0.55842 -1.59856 -1.80194
C 2.33853 -1.20485 1.70528
N -3.04835 0.55131 -0.09917
N 0.61299 2.35112 0.23147
N 1.39109 1.46136 0.40755
N 0.58712 0.05720 0.21572
H -1.89690 3.66464 -0.27775
H -4.07880 2.31586 -0.34128
H -2.18705 -1.23602 0.15603
H 2.32682 -0.55816 -0.94977
H 0.14055 -1.80813 0.96714
H -0.36812 -1.76704 -1.40836
H 1.16564 -2.46383 -2.18385
H 0.37450 -0.97901 -2.61178
H 2.35618 -0.12491 1.91194
H 3.29597 -1.58306 1.25397
H 2.21275 -1.78981 2.66904
*
```

Summary:
- E_tot (eV) = -15460.892
- E_HOMO (eV) = -14.06
- relative energy (zero: lowest compared OMol25 entry of this formula, charge and spin) (kJ/mol) = 445.3
- SMILES = C[C@@H]1[C@@H](C)[N+]12N=Nc1ccncc12
- gap between HOMO and LUMO (eV) = 9.13


# 3
Formula: C9H11NO
Source: OMol25
Level of theory: ωB97M-V/def2-TZVPD

The geometry in ORCA input format:
```
! RIJCOSX wB97M-V def2-TZVPD def2/J DEFGRID3
* xyz 0 1
C 2.36372 2.09518 0.20314
C 1.41671 1.91372 -0.76853
C 2.22018 1.44417 1.40937
C 0.25736 1.23736 -0.33936
C 0.21548 0.60576 0.86302
C -0.95157 0.50338 -0.89799
C -0.99703 -0.35201 0.47387
C -1.31327 -2.53565 -0.79311
C -0.50791 -1.72479 0.26194
N 1.13495 0.66532 1.76056
O -2.19238 -0.17252 1.14220
H 3.26217 2.76607 0.10894
H 1.54330 2.42505 -1.71435
H 3.04340 1.61150 2.08009
H -1.79306 1.10709 -1.20583
H -0.74833 -0.13919 -1.76717
H -2.36227 -2.32774 -0.80388
H -1.38914 -3.66401 -0.63683
H -1.01254 -2.39423 -1.79050
H 0.58393 -1.66280 -0.03539
H -0.31046 -2.17273 1.25177
H -2.46325 0.77108 1.19804
*
```

Summary:
- E_tot (eV) = -13046.906
- E_HOMO (eV) = -9.17
- relative energy (zero: lowest compared OMol25 entry of this formula, charge and spin) (kJ/mol) = 209.1
- SMILES = CC[C@]1(O)Cc2cccnc21
- gap between HOMO and LUMO (eV) = 9.83


# 4
Formula: C9H11NO
Source: OMol25
Level of theory: ωB97M-V/def2-TZVPD

The geometry in ORCA input format:
```
! RIJCOSX wB97M-V def2-TZVPD def2/J DEFGRID3
* xyz 0 1
C -2.77043 0.84543 -0.00877
C -1.48315 0.35979 -0.02943
C -0.23637 0.80129 -0.04412
C -1.19267 -1.49970 -0.00708
C -2.13100 -2.40989 0.06975
C 0.81116 -0.30406 -0.04572
C 0.19413 2.22831 0.00860
C 1.64850 -0.24068 1.23756
C 1.70928 -0.23697 -1.28506
N -3.85825 1.22141 -0.00735
O 0.13225 -1.56559 -0.08123
H -1.88497 -3.45718 0.09421
H -3.16754 -2.13967 0.10892
H 1.12353 2.38320 -0.53421
H 0.35548 2.52237 1.04709
H -0.57878 2.87486 -0.40656
H 2.38117 -1.04393 1.23420
H 1.00241 -0.35953 2.10657
H 2.16238 0.71557 1.30160
H 2.35285 0.63892 -1.25139
H 1.10350 -0.20237 -2.18824
H 2.32655 -1.13157 -1.31932
*
```

Summary:
- E_tot (eV) = -13046.747
- E_HOMO (eV) = -8.96
- relative energy (zero: lowest compared OMol25 entry of this formula, charge and spin) (kJ/mol) = 224.5
- SMILES = C=C1OC(C)(C)C(C)=C1C#N
- gap between HOMO and LUMO (eV) = 9.56


# 5
Formula: C9H11NO4S
Source: OMol25
Level of theory: ωB97M-V/def2-TZVPD

The geometry in ORCA input format:
```
! RIJCOSX wB97M-V def2-TZVPD def2/J DEFGRID3
* xyz 0 1
C -3.12414 -0.87691 1.37657
C -2.24671 -0.06516 2.10204
C -2.94867 -1.04209 0.05718
C -1.21022 0.67222 1.47215
C -1.94902 -0.36706 -0.63308
C -1.11529 0.48923 0.10081
C 1.19456 -1.33363 -0.93292
C 2.27222 0.49530 0.79163
C 1.71973 0.07855 -0.56740
N 2.47922 0.65194 -1.72488
O 2.61149 0.00946 -2.74770
O 2.94341 1.75585 -1.54503
O 0.49425 2.62501 -0.09475
O -0.21911 1.45618 -2.19921
S 0.13865 1.42926 -0.78952
H -3.95150 -1.44167 1.85076
H -2.19769 -0.03186 3.13535
H -3.57967 -1.76554 -0.37577
H -0.35463 1.12462 1.94663
H -1.69790 -0.49644 -1.66122
H 0.45285 -1.32234 -1.68401
H 0.90090 -1.93298 -0.03664
H 2.05608 -1.80292 -1.31308
H 2.12824 -0.17349 1.71244
H 1.84048 1.45106 0.98713
H 3.36248 0.41341 0.77250
*
```

Summary:
- E_tot (eV) = -30021.919
- E_HOMO (eV) = -10.19
- relative energy (zero: lowest compared OMol25 entry of this formula, charge and spin) (kJ/mol) = 479.6
- SMILES = CC(C)([N+](=O)[O-])S(=O)(=O)c1ccccc1
- gap between HOMO and LUMO (eV) = 10.00


# 6
Formula: C9H11NO5
Source: OMol25
Level of theory: ωB97M-V/def2-TZVPD

The geometry in ORCA input format:
```
! RIJCOSX wB97M-V def2-TZVPD def2/J DEFGRID3
* xyz 0 1
C -3.10859 -0.56987 1.38166
C -1.98937 0.29440 1.13052
C -3.16611 -1.33411 0.22772
C -1.63582 0.13623 -0.21776
C 1.26894 -0.59706 0.70310
C -0.75146 0.87160 -2.48778
C 2.99308 0.08641 2.20676
C -0.59162 0.66662 -0.98424
C 0.98914 -0.68702 -0.76328
N 0.44066 -1.85900 -1.35083
O 0.35340 -1.72303 -2.55765
O 0.60509 -0.92874 1.61524
O -0.01254 -2.76429 -0.72300
O -2.31690 -0.98279 -0.76583
O 2.43544 0.00793 0.86617
H -3.52097 -0.70142 2.32659
H -1.54919 1.04950 1.70796
H -3.74907 -2.22749 -0.00978
H -1.61347 1.62826 -2.74512
H 0.07666 1.30185 -2.90139
H -0.92718 -0.11608 -2.92172
H 2.69083 -0.87790 2.64086
H 2.62558 1.07622 2.69424
H 4.05492 0.14308 1.97800
H -0.09302 1.57493 -0.60094
H 1.73848 -0.21517 -1.37101
*
```

Summary:
- E_tot (eV) = -21233.128
- E_HOMO (eV) = -8.41
- relative energy (zero: lowest compared OMol25 entry of this formula, charge and spin) (kJ/mol) = 614.0
- gap between HOMO and LUMO (eV) = 8.15


# 7
Formula: C9H11NOS2
Source: OMol25
Level of theory: ωB97M-V/def2-TZVPD

The geometry in ORCA input format:
```
! RIJCOSX wB97M-V def2-TZVPD def2/J DEFGRID3
* xyz 0 1
C 3.45992 0.29632 1.07274
C 3.81448 -0.30231 -0.12752
C 2.15656 0.64081 1.22367
C 2.87561 -0.59389 -1.07557
C 1.22898 0.33725 0.28879
C -1.32517 -1.54882 0.54505
C -4.14660 -0.24323 -0.82511
C -0.21147 0.87769 0.43763
C -1.28133 -0.14535 -0.07123
N 1.60710 -0.28698 -0.85568
O -1.79306 -2.53505 -0.00543
S -0.28033 2.32748 -0.59644
S -2.98056 0.53432 0.49733
H 4.15202 0.58230 1.86618
H 4.86864 -0.57447 -0.47886
H 1.90550 1.20739 2.05539
H 3.15546 -1.10181 -1.91109
H -1.12264 -1.55305 1.64627
H -5.14318 0.03816 -0.77016
H -3.99248 -1.34316 -0.83333
H -3.82295 0.28910 -1.75653
H -0.36658 1.18393 1.46311
H -1.14783 -0.32436 -1.08625
H -1.61008 2.23773 -0.70297
*
```

Summary:
- E_tot (eV) = -34717.877
- E_HOMO (eV) = -8.91
- relative energy (zero: lowest compared OMol25 entry of this formula, charge and spin) (kJ/mol) = 200.0
- SMILES = CS[C@H](C=O)[C@H](S)c1ccccn1
- gap between HOMO and LUMO (eV) = 9.44


# 8
Formula: C9H11NSi
Source: OMol25
Level of theory: ωB97M-V/def2-TZVPD

The geometry in ORCA input format:
```
! RIJCOSX wB97M-V def2-TZVPD def2/J DEFGRID3
* xyz 0 1
C 1.50761 0.52102 -1.88134
C 1.99577 -0.16000 -0.74319
C -0.73799 0.66936 -1.12020
C 0.15349 0.87839 -2.17692
C -0.33705 -0.01630 0.03419
C 0.99823 -0.43502 0.14873
C -0.80324 -0.78080 2.16575
C -0.35406 1.61505 -3.40447
C -1.69342 -1.03704 3.27810
N -1.21252 -0.23049 1.06997
Si 1.05244 -1.11879 2.30829
H 2.16291 0.98300 -2.59924
H 3.04162 -0.63369 -0.66071
H -1.83166 0.84088 -1.18995
H -0.27526 0.99937 -4.24177
H -1.55008 1.80015 -3.26077
H 0.16282 2.55533 -3.62223
H -2.79646 -0.81183 3.21816
H -1.29658 -0.47135 4.20551
H -1.57799 -2.14779 3.43579
H 1.23530 -2.50034 2.05063
H 2.15611 -0.51911 2.98566
*
```

Summary:
- E_tot (eV) = -18876.210
- E_HOMO (eV) = -8.19
- relative energy (zero: lowest compared OMol25 entry of this formula, charge and spin) (kJ/mol) = 248.1
- SMILES = CC1=Nc2cc(C)ccc2[SiH2]1
- gap between HOMO and LUMO (eV) = 8.48